A 3-piece molecular cluster, C4H9FOS overall, computed with wB97M-V/def2-TZVPD.

ORCA input file:
```
! RIJCOSX wB97M-V def2-TZVPD def2/J DEFGRID3
* xyz 0 1
C -0.425 -0.888 1.410
C 0.350 -1.760 0.794
C 0.096 -2.454 -0.502
F 1.533 -2.105 1.363
H -1.363 -0.599 0.979
H -0.141 -0.446 2.348
H -0.217 -1.742 -1.263
H -0.694 -3.195 -0.388
H 1.000 -2.962 -0.829
C -1.218 2.807 0.048
S -1.609 1.512 -0.820
H -0.934 2.721 1.088
H -1.229 3.800 -0.381
O 2.119 1.724 -0.861
H 1.243 1.407 -1.095
H 2.563 0.999 -0.416
*
```

- HOMO energy (eV) = -9.1
- energy (eV) = -19892.3427
- ΔE to the lowest compared entry with this formula, charge and spin (kcal per mole) = 22.0
- structure (SMILES) = C=C(C)F.C=S.O

C4H9I2N as an isolated structure in a non-equilibrium geometry, computed with wB97M-V/def2-TZVPD.

ORCA input file:
```
! RIJCOSX wB97M-V def2-TZVPD def2/J DEFGRID3
* xyz 0 1
C -0.067 -0.226 2.092
C -0.842 -1.178 -0.652
C -0.181 1.504 -1.072
C 0.484 -0.608 -0.099
N 0.920 0.548 -0.792
I 2.098 -2.049 0.114
I 2.613 1.401 -0.104
H -0.888 -0.906 1.870
H -0.292 0.821 1.841
H 0.825 -0.559 2.635
H -0.638 -1.745 -1.653
H -1.088 -1.820 0.200
H -1.620 -0.501 -0.838
H 0.243 2.525 -1.097
H -0.620 1.320 -2.049
H -0.946 1.473 -0.396
*
```

- HOMO energy (eV) = -7.6
- energy (eV) = -21981.2479
- ΔE to the lowest compared entry with this formula, charge and spin (kcal per mole) = 60.7